# 1
The following is a DFT calculation (ωB97M-V/def2-TZVPD) of C5H8N2 in the gas phase in a non-equilibrium geometry.

Cartesian coordinates (Å):
1 C -2.7249 0.1936 -0.1494
2 N -1.3459 -0.2074 -0.2601
3 C -0.4797 0.6970 -0.4489
4 C 0.9527 0.3132 -0.6357
5 C 1.2402 -1.1625 -0.6369
6 C 1.7100 -0.4812 0.3702
7 N 2.3966 -0.3294 1.5549
8 H -2.8709 1.2783 -0.2836
9 H -3.3190 -0.3478 -0.8957
10 H -3.0825 -0.0989 0.8433
11 H -0.7580 1.7549 -0.5958
12 H 1.5300 1.0599 -1.2016
13 H 0.8284 -2.1173 -0.9362
14 H 2.8929 0.5569 1.5816
15 H 3.0301 -1.1094 1.6938

highest occupied orbital energy	-0.3051	Ha
maximum force	1.06	eV/Å
gap between HOMO and LUMO	9.26	eV
E_tot	-304.71762	Ha
energy relative to the best compared isomer or geometry (same formula, charge and spin)	309.49	kJ/mol
lowest unoccupied orbital energy	0.96	eV
structure (SMILES)	C/N=C/[C@@H]1C=C1N



# 2
The following is a DFT calculation (ωB97M-V/def2-TZVPD) of C17H21NO4 in the gas phase in a non-equilibrium geometry.

Cartesian coordinates (Å):
1 C -1.2563 0.2598 -3.1770
2 N -0.8950 -1.1337 -3.3050
3 C -1.6709 -2.1200 -2.5653
4 C -1.5782 -1.8976 -1.0437
5 C -0.1247 -1.8434 -0.5476
6 O -0.0221 -1.1978 0.7450
7 C -0.3783 0.0622 0.9328
8 O -0.8398 0.8019 0.0980
9 C -0.1368 0.4670 2.3783
10 C -1.4846 0.8754 3.0124
11 O -1.3538 1.2142 4.3653
12 C 0.8493 1.6090 2.4361
13 C 2.0264 1.4815 3.1633
14 C 2.9210 2.5349 3.2416
15 C 2.6496 3.7273 2.5922
16 C 1.4827 3.8584 1.8587
17 C 0.5865 2.8078 1.7811
18 C 0.8520 -1.2074 -1.5494
19 C 0.4787 -1.5188 -3.0100
20 C 0.4044 -3.0163 -3.3228
21 O 0.0823 -3.8678 -2.2648
22 C -0.9822 -3.4034 -3.0394
23 H -1.1711 0.6708 -2.1670
24 H -0.6141 0.8326 -3.8451
25 H -2.2875 0.3689 -3.5133
26 H -2.7169 -2.0901 -2.8809
27 H -2.1078 -2.6951 -0.5208
28 H -2.0739 -0.9523 -0.8187
29 H 0.2111 -2.8559 -0.3137
30 H 0.2614 -0.3966 2.9172
31 H -2.1768 0.0301 2.9840
32 H -1.9180 1.7032 2.4363
33 H -0.7302 1.9469 4.4406
34 H 2.2431 0.5532 3.6723
35 H 3.8317 2.4231 3.8110
36 H 3.3463 4.5499 2.6552
37 H 1.2676 4.7830 1.3442
38 H -0.3118 2.9080 1.1921
39 H 1.8629 -1.5603 -1.3389
40 H 0.8374 -0.1233 -1.4270
41 H 1.1677 -1.0058 -3.6864
42 H 1.0005 -3.4391 -4.1189
43 H -1.5317 -4.1446 -3.6017

highest occupied orbital energy	-0.3118	Ha
maximum force	1.78	eV/Å
gap between HOMO and LUMO	9.26	eV
E_tot	-1016.06920	Ha
energy relative to the best compared isomer or geometry (same formula, charge and spin)	287.54	kJ/mol
lowest unoccupied orbital energy	0.78	eV
structure (SMILES)	CN1[C@@H]2C[C@H](OC(=O)[C@H](CO)c3ccccc3)C[C@H]1[C@H]1O[C@H]12



# 3
The following is a DFT calculation (ωB97M-V/def2-TZVPD) of a molecular structure, C12H24Br12 in a non-equilibrium geometry.

Cartesian coordinates (Å):
1 Br 5.3397 17.9511 -3.0878
2 C 6.2146 19.0250 -1.6584
3 C 5.1690 19.4558 -0.5949
4 Br 6.2019 20.1033 0.9128
5 H 6.8891 19.7662 -2.0870
6 H 6.9374 18.2961 -1.2922
7 H 4.5038 18.6290 -0.3458
8 H 4.4500 20.2140 -0.9052
9 Br 7.4837 23.6419 -0.1715
10 C 5.8818 22.8813 -0.9889
11 C 4.8004 23.9043 -1.1544
12 Br 3.1412 23.1532 -2.2703
13 H 5.4234 22.0748 -0.4166
14 H 6.2426 22.6989 -2.0012
15 H 5.0819 24.8522 -1.6131
16 H 4.3858 24.1519 -0.1773
17 Br 2.8898 18.4990 -0.1492
18 C 2.3487 19.3141 -1.9423
19 C 2.5672 20.8341 -2.0363
20 Br 1.9043 21.5416 -3.6801
21 H 1.2856 19.1057 -2.0624
22 H 2.8958 18.7036 -2.6607
23 H 3.5827 21.1954 -1.8743
24 H 1.9802 21.1902 -1.1897
25 Br 4.7759 22.4837 2.5466
26 C 4.1224 21.9543 4.4551
27 C 4.9328 22.6443 5.5138
28 Br 4.2258 21.9172 7.1821
29 H 4.3438 20.8883 4.5069
30 H 3.0741 22.2155 4.5996
31 H 4.7418 23.7153 5.5816
32 H 6.0057 22.4592 5.5651
33 Br 3.5682 22.6222 0.3137
34 C 3.4245 20.7254 0.8554
35 C 3.9635 20.4868 2.3368
36 Br 4.2714 18.5342 2.5483
37 H 4.0104 20.1817 0.1143
38 H 2.4142 20.4469 0.5559
39 H 3.2358 20.8110 3.0808
40 H 4.9983 20.8268 2.3767
41 Br 2.2350 18.4237 8.0844
42 C 2.5083 19.7376 6.5712
43 C 1.6093 19.3100 5.3592
44 Br 2.0460 20.3527 3.7372
45 H 3.5725 19.6852 6.3414
46 H 2.1639 20.7414 6.8203
47 H 0.5510 19.4222 5.5948
48 H 1.6145 18.2495 5.1074

highest occupied orbital energy	-0.2875	Ha
maximum force	12.61	eV/Å
gap between HOMO and LUMO	7.87	eV
E_tot	-31358.90858	Ha
energy relative to the best compared isomer or geometry (same formula, charge and spin)	2411.18	kJ/mol
lowest unoccupied orbital energy	0.05	eV



# 4
The following is a DFT calculation (ωB97M-V/def2-TZVPD) of C18H24N2O4 in the gas phase.

Cartesian coordinates (Å):
1 C 3.2805 4.8470 -2.4506
2 C 2.2501 3.8741 -1.8908
3 C 2.3262 2.5122 -2.5771
4 C 1.2942 1.5371 -2.0189
5 C 1.3799 0.1782 -2.7093
6 O 0.3633 -0.7092 -2.2506
7 C 0.6072 -1.3463 -1.0890
8 O 1.6463 -1.2117 -0.4782
9 C -0.4751 -2.2199 -0.6441
10 C -1.5971 -2.5309 -1.3331
11 C -1.9744 -1.9909 -2.6729
12 N -2.4822 -3.4290 -0.7898
13 C -2.1864 -4.2850 0.2689
14 O -2.9291 -5.1988 0.5510
15 N -1.0089 -4.0355 0.8770
16 C -0.2743 -2.7940 0.7474
17 C -0.6913 -1.7576 1.7770
18 C 0.2513 -0.8891 2.3054
19 C -0.1065 0.0900 3.2160
20 C -1.4311 0.2101 3.6212
21 O -1.8976 1.1278 4.5134
22 C -0.9838 2.0268 5.0923
23 C -2.3824 -0.6629 3.0921
24 C -2.0161 -1.6293 2.1802
25 H 3.1205 5.0016 -3.5155
26 H 3.2102 5.8096 -1.9499
27 H 4.2869 4.4591 -2.3094
28 H 1.2486 4.2897 -2.0236
29 H 2.4159 3.7458 -0.8192
30 H 2.1628 2.6389 -3.6502
31 H 3.3261 2.0951 -2.4408
32 H 0.2878 1.9399 -2.1548
33 H 1.4598 1.3937 -0.9495
34 H 1.2114 0.2749 -3.7844
35 H 2.3607 -0.2731 -2.5258
36 H -1.1917 -2.1990 -3.3985
37 H -2.9067 -2.4327 -3.0177
38 H -2.0875 -0.9105 -2.6237
39 H -3.3173 -3.6710 -1.3043
40 H -0.8116 -4.6015 1.6882
41 H 0.7930 -3.0078 0.8804
42 H 1.2796 -0.9690 1.9875
43 H 0.6563 0.7472 3.6027
44 H -1.5702 2.6502 5.7656
45 H -0.5080 2.6602 4.3365
46 H -0.2121 1.5028 5.6655
47 H -3.4066 -0.5621 3.4143
48 H -2.7707 -2.2956 1.7890

highest occupied orbital energy	-0.3044	Ha
maximum force	0.68	eV/Å
gap between HOMO and LUMO	8.96	eV
E_tot	-1110.81864	Ha
energy relative to the best compared isomer or geometry (same formula, charge and spin)	79.21	kJ/mol
lowest unoccupied orbital energy	0.68	eV
structure (SMILES)	CCCCCOC(=O)C1=C(C)NC(=O)N[C@@H]1c1ccc(OC)cc1



# 5
The following is a DFT calculation (ωB97M-V/def2-TZVPD) of C7H17O2PS in the gas phase in a non-equilibrium geometry.

Cartesian coordinates (Å):
1 C 1.4695 -2.2216 -0.5687
2 C 0.8894 -1.8895 0.9302
3 C 0.7891 -0.2904 1.2802
4 C -0.2417 0.5390 0.2559
5 C -1.7600 0.0075 0.7301
6 O -2.2200 -1.0923 -0.1783
7 C -3.5947 -0.7274 -0.5876
8 O -0.2595 1.9780 0.4643
9 C 0.8536 2.7212 -0.0716
10 P 2.1711 1.8476 -1.0872
11 S 2.7833 2.8881 -2.6627
12 H 2.6449 -2.1422 -0.6572
13 H 1.1984 -3.3545 -0.8122
14 H 1.0152 -1.5710 -1.4300
15 H 1.6624 -2.3521 1.7120
16 H -0.1268 -2.4840 1.1136
17 H 0.3261 -0.1801 2.3736
18 H 1.8207 0.2679 1.3068
19 H -0.1576 0.1779 -0.8614
20 H -2.5426 0.9040 0.6392
21 H -1.7861 -0.3410 1.8474
22 H -4.2158 -0.4884 0.3908
23 H -3.5970 0.2447 -1.2737
24 H -4.1719 -1.5791 -1.1480
25 H 1.3948 3.2750 0.8368
26 H 0.4102 3.6105 -0.7338
27 H 1.8736 0.5237 -1.5612
28 H 3.3711 1.7286 -0.2472

highest occupied orbital energy	-0.3134	Ha
maximum force	3.25	eV/Å
gap between HOMO and LUMO	9.22	eV
E_tot	-1166.74943	Ha
energy relative to the best compared isomer or geometry (same formula, charge and spin)	212.63	kJ/mol
lowest unoccupied orbital energy	0.69	eV
structure (SMILES)	CCC[C@@H](COC)OC[PH2]=S



# 6
The following is a DFT calculation (ωB97M-V/def2-TZVPD) of 23 unconnected molecules or ions with the total composition C45H121N7O31 in a non-equilibrium geometry.

Cartesian coordinates (Å):
1 C 2.7803 -0.2925 3.5015
2 O 3.8100 -1.2457 3.3739
3 C 3.5323 -2.5933 3.3803
4 O 2.3601 -3.0573 3.3797
5 O 4.6802 -3.2911 3.3354
6 C 4.6548 -4.6965 3.3607
7 H 3.1444 0.5555 2.9215
8 H 2.7081 0.1930 4.4747
9 H 1.8675 -0.5568 2.9676
10 H 4.9963 -5.1067 2.4103
11 H 3.6926 -5.0793 3.7007
12 H 5.3278 -5.0451 4.1441
13 C 1.0489 -7.0257 2.6263
14 O 1.4345 -6.4770 3.8998
15 C 0.4934 -6.2989 4.9333
16 O -0.7238 -6.4455 4.7499
17 O 1.0164 -6.0952 6.1997
18 C 2.4179 -6.0451 6.3924
19 H 0.2037 -6.4585 2.2365
20 H 0.7123 -8.0526 2.7684
21 H 1.7389 -6.9866 1.7833
22 H 2.8444 -6.8535 5.7986
23 H 2.6051 -6.1572 7.4604
24 H 2.7712 -5.0922 5.9984
25 C -1.0606 -2.3557 -7.7726
26 O -1.1705 -1.8284 -6.4870
27 C -0.7714 -2.4226 -5.4050
28 O -0.3182 -3.5396 -5.2679
29 O -0.9239 -1.5645 -4.3798
30 C -0.7719 -2.0522 -3.0229
31 H -1.8513 -3.0091 -8.1415
32 H -0.2177 -2.9988 -8.0256
33 H -1.1303 -1.4851 -8.4246
34 H -1.1369 -1.2675 -2.3602
35 H 0.2470 -2.2495 -2.6896
36 H -1.3010 -2.9843 -2.8243
37 C -0.2105 1.0564 -0.1570
38 O -0.4436 0.4730 1.0203
39 C -0.3076 -0.8580 1.1994
40 O -0.4657 -1.3396 2.3054
41 O 0.2657 -1.4633 0.1450
42 C 0.3524 -2.8988 0.1648
43 H -0.8948 1.8807 -0.3578
44 H -0.2011 0.4681 -1.0746
45 H 0.8630 1.2449 -0.1582
46 H -0.5943 -3.3710 0.4273
47 H 1.0824 -3.0910 0.9511
48 H 0.5586 -3.2102 -0.8592
49 C -3.7865 -0.3707 6.8625
50 O -2.8935 -1.3996 7.2640
51 H -4.3378 0.0589 7.6990
52 H -3.0766 0.3752 6.5051
53 H -4.4505 -0.7347 6.0784
54 H -2.5380 -1.7530 6.4452
55 C -0.8459 -6.8499 -3.3846
56 O -1.1605 -5.5216 -2.9468
57 H -0.9769 -6.8913 -4.4659
58 H 0.2157 -6.9954 -3.1848
59 H -1.4987 -7.6335 -2.9998
60 H -0.6480 -4.9074 -3.4774
61 C -3.6978 -0.1717 2.8590
62 O -4.5812 0.8295 2.4029
63 H -4.2938 -0.9937 3.2556
64 H -3.0388 -0.5873 2.0967
65 H -2.9665 0.1537 3.5990
66 H -5.1790 0.4011 1.7858
67 C -2.4560 -4.3936 2.4549
68 O -3.1493 -4.3457 1.1755
69 H -2.7298 -5.3415 2.9180
70 H -1.3871 -4.2904 2.2678
71 H -2.8830 -3.5963 3.0631
72 H -2.6819 -5.0213 0.6788
73 C -3.1045 3.2190 -4.2757
74 O -4.1712 3.4672 -3.4230
75 H -3.0075 3.9035 -5.1184
76 H -2.3152 3.3303 -3.5323
77 H -3.0777 2.1556 -4.5138
78 H -4.9557 3.0245 -3.7550
79 C 1.8855 2.2321 -3.1390
80 O 0.4925 2.3506 -3.3232
81 H 2.0175 2.8319 -2.2385
82 H 2.2149 1.2190 -2.9083
83 H 2.4094 2.6858 -3.9803
84 H 0.2252 1.9468 -4.1521
85 C 4.0371 5.5495 -2.3659
86 O 4.9727 5.8081 -1.4030
87 H 3.6361 4.5746 -2.0885
88 H 3.1645 6.2015 -2.3242
89 H 4.3480 5.4928 -3.4091
90 H 5.6024 5.0854 -1.3503
91 C 3.0670 -4.7223 -0.6646
92 O 3.1969 -4.6092 -2.1144
93 H 3.9627 -4.9907 -0.1045
94 H 2.9105 -3.7218 -0.2613
95 H 2.2564 -5.4360 -0.5172
96 H 3.3184 -3.7170 -2.4475
97 C -2.8109 -7.0317 -0.3428
98 O -1.7463 -6.0690 -0.4181
99 H -2.4188 -7.9597 -0.7591
100 H -3.1810 -7.2044 0.6678
101 H -3.6525 -6.8023 -0.9963
102 H -1.4195 -5.9515 -1.3131
103 C 4.9412 -7.3724 -2.7134
104 O 3.5253 -7.3793 -2.8267
105 H 5.3662 -6.8590 -1.8508
106 H 5.2183 -8.4244 -2.7811
107 H 5.4128 -6.9028 -3.5766
108 H 3.3277 -6.4512 -2.6812
109 C -0.4629 -2.8194 5.2163
110 O -1.6257 -2.0439 4.9841
111 H 0.4087 -2.2455 5.5310
112 H -0.6845 -3.6159 5.9267
113 H -0.2458 -3.2061 4.2206
114 H -1.4614 -1.7597 4.0820
115 C -3.5491 2.6278 0.0538
116 O -3.0744 3.6940 -0.7826
117 H -3.0247 2.7286 1.0040
118 H -4.6127 2.8242 0.1894
119 H -3.5520 1.6564 -0.4405
120 H -3.4055 3.5340 -1.6693
121 C -4.3397 -3.6704 -1.7941
122 O -5.0476 -4.1326 -2.6450
123 N -3.9962 -2.3715 -1.7005
124 C -4.4547 -1.3922 -2.6723
125 C -3.2866 -1.7885 -0.5495
126 H -3.8502 -4.3012 -1.0360
127 H -4.7440 -1.9125 -3.5854
128 H -3.7189 -0.6103 -2.8605
129 H -5.3591 -0.9539 -2.2505
130 H -2.2613 -2.1579 -0.5691
131 H -3.3015 -0.7000 -0.6054
132 H -3.8003 -1.9599 0.3965
133 C 2.5411 3.3809 2.2325
134 O 2.1630 2.8829 1.1826
135 N 2.7203 4.6954 2.3133
136 C 3.1247 5.3457 3.5358
137 C 2.7325 5.6073 1.1371
138 H 2.7457 2.8226 3.1592
139 H 2.4436 6.1038 3.9226
140 H 4.0552 5.8903 3.3754
141 H 3.4558 4.6025 4.2611
142 H 2.0307 6.4238 1.3069
143 H 3.7107 6.0812 1.0554
144 H 2.4219 5.0854 0.2320
145 C 0.3593 5.7395 -2.7936
146 O 1.2284 5.6900 -3.6737
147 N -0.1416 6.8623 -2.2787
148 C -1.1463 6.9529 -1.2435
149 C 0.3255 8.1482 -2.7231
150 H -0.1333 4.8815 -2.3106
151 H -0.7718 7.6009 -0.4510
152 H -1.3335 5.9511 -0.8570
153 H -2.0515 7.4373 -1.6098
154 H -0.4497 8.8589 -3.0100
155 H 0.9406 8.6132 -1.9527
156 H 0.8944 8.0432 -3.6469
157 C 4.1132 -0.9209 -2.4342
158 O 3.4274 -1.9501 -2.6244
159 N 4.2081 -0.1356 -1.3360
160 C 4.7727 1.1870 -1.4823
161 C 3.4304 -0.3917 -0.0744
162 H 4.7424 -0.4520 -3.2066
163 H 5.4101 1.2692 -0.6020
164 H 4.0423 1.9900 -1.3824
165 H 5.4328 1.3968 -2.3240
166 H 2.8727 -1.3279 -0.0998
167 H 4.1327 -0.3967 0.7592
168 H 2.7713 0.4609 0.0888
169 C -0.7748 1.4473 -6.7730
170 O -0.4722 1.7105 -5.6388
171 N -0.8759 2.4843 -7.6995
172 C -0.6113 3.8692 -7.3402
173 C -1.2590 2.2216 -9.1130
174 H -0.9470 0.4518 -7.2106
175 H -0.1283 4.0767 -6.3853
176 H -1.5082 4.4834 -7.2587
177 H 0.0808 4.2881 -8.0707
178 H -2.0804 2.8765 -9.4037
179 H -0.3673 2.4952 -9.6770
180 H -1.5251 1.1928 -9.3560
181 C -0.3050 6.1890 3.9505
182 O -0.5286 7.0552 4.7798
183 N -1.0087 6.1675 2.8169
184 C -0.7919 5.1002 1.8010
185 C -1.9240 7.2191 2.3582
186 H 0.4281 5.3943 4.1586
187 H -0.2295 4.2615 2.2114
188 H -0.1879 5.4517 0.9645
189 H -1.7783 4.7814 1.4642
190 H -1.4527 7.8514 1.6058
191 H -2.8601 6.7482 2.0580
192 H -2.2744 7.8660 3.1625
193 C 0.1960 2.7878 5.9705
194 O 0.9639 2.1690 5.2653
195 N -1.0494 3.1617 5.6058
196 C -1.8630 3.9893 6.4592
197 C -1.6849 2.6499 4.4193
198 H 0.5055 3.1074 6.9776
199 H -2.5130 3.4795 7.1704
200 H -2.5788 4.6053 5.9150
201 H -1.1898 4.6111 7.0494
202 H -1.5100 3.3418 3.5955
203 H -1.2501 1.6960 4.1210
204 H -2.7388 2.4423 4.6048

highest occupied orbital energy	-0.3300	Ha
maximum force	4.63	eV/Å
gap between HOMO and LUMO	9.16	eV
E_tot	-4502.61948	Ha
lowest unoccupied orbital energy	0.18	eV



- What is the lowest unoccupied orbital energy in the fifth record?
  0.69 eV



- Look up the maximum force of the fourth one.
  0.68 eV/Å



- What is the formula in the second record?
  C17H21NO4